60
Properties=species:S:1:pos:R:3 method="wB97M-V/def2-TZVPD" gap_ev=7.32 energy_ev=-49798.5373 e_above_lowest_kcal_mol=418.4 total_charge=0 smiles=FC(F)(F)c1cccc2c1Sc1ccccc1N2.COC[C@@H](C)N.COC[C@@H](C)N homo_ev=-8.08
F -2.729 3.786 2.228
C -2.572 2.325 2.021
F -1.115 2.118 1.678
F -2.772 1.659 3.340
C -3.519 1.695 0.841
C -4.651 2.592 0.050
C -5.516 1.832 -1.126
C -5.370 0.252 -1.552
C -4.235 -0.652 -0.762
C -3.340 0.121 0.420
S -2.020 -0.992 1.240
C -1.358 -1.976 -0.259
C 0.235 -2.308 -0.490
C 0.642 -3.123 -1.864
C -0.505 -3.610 -2.961
C -2.126 -3.282 -2.715
C -2.549 -2.439 -1.339
N -4.017 -2.125 -1.100
H -4.787 3.738 0.307
H -6.299 2.486 -1.711
H -6.032 -0.265 -2.387
H 0.994 -1.909 0.312
H 1.786 -3.347 -2.028
H -0.201 -4.178 -3.945
H -2.950 -3.621 -3.510
H -4.555 -2.391 -1.959
C 2.093 6.058 -0.971
C 1.348 4.766 -0.643
C 0.194 4.452 -1.624
O -0.982 5.242 -1.423
C -0.920 6.539 -1.995
N 0.872 4.828 0.746
H 1.541 6.951 -0.670
H 3.052 6.086 -0.440
H 2.303 6.130 -2.044
H 2.074 3.947 -0.720
H -0.118 3.414 -1.454
H 0.525 4.507 -2.668
H -0.353 6.553 -2.930
H -0.493 7.242 -1.277
H -1.942 6.867 -2.205
H 0.463 3.925 0.991
H 0.071 5.467 0.765
C 4.631 -3.710 2.828
C 3.310 -3.549 2.080
C 2.328 -4.722 2.301
O 2.654 -5.910 1.574
C 3.660 -6.708 2.178
N 3.592 -3.345 0.651
H 5.307 -4.419 2.344
H 5.160 -2.750 2.872
H 4.462 -4.045 3.857
H 2.829 -2.642 2.467
H 1.344 -4.412 1.927
H 2.197 -4.944 3.367
H 3.610 -6.681 3.271
H 4.645 -6.392 1.831
H 3.516 -7.742 1.852
H 2.714 -3.139 0.172
H 3.870 -4.251 0.263


94
Properties=species:S:1:pos:R:3 method="wB97M-V/def2-TZVPD" gap_ev="6.00 / 5.89" energy_ev=-151071.4829 total_charge=+2 homo_ev="-12.07 / -12.39" multiplicity=4
Re -0.998 0.436 -0.216
N -2.292 -3.744 -0.238
C -2.006 -2.521 -0.649
N -1.683 -1.542 0.169
C -1.564 -1.815 1.549
N -1.491 -0.842 2.392
N -1.539 0.378 1.782
C -1.826 1.409 2.510
C -2.182 2.664 1.914
C -2.043 3.848 2.550
C -2.311 5.082 1.839
C -2.319 5.098 0.500
C -2.065 3.804 -0.266
N -2.976 1.495 -0.198
C -1.624 -3.189 1.993
C -1.296 -3.574 3.295
C -1.442 -4.890 3.675
C -1.939 -5.829 2.772
C -2.256 -5.466 1.478
C -2.070 -4.149 1.078
H -2.567 -4.433 -0.922
H -2.118 -2.298 -1.702
H -1.802 1.312 3.593
H -1.677 3.894 3.569
H -2.453 5.995 2.402
H -2.479 6.014 -0.052
H -2.455 3.872 -1.287
H -0.930 -2.821 3.978
H -1.176 -5.193 4.678
H -2.060 -6.858 3.081
H -2.627 -6.202 0.776
C -2.830 2.761 0.532
C -0.555 3.582 -0.339
C 0.209 4.739 -0.578
C 1.567 4.700 -0.497
C 2.199 3.496 -0.141
C 3.592 3.425 0.049
C 4.185 2.232 0.356
C 3.403 1.075 0.445
C 2.040 1.110 0.235
S 1.169 -0.399 0.192
C 1.388 2.338 -0.018
N 0.013 2.392 -0.149
H -3.827 3.184 0.707
H -3.676 0.912 0.255
H -3.321 1.687 -1.137
H -0.296 5.663 -0.815
H 2.166 5.581 -0.693
H 4.172 4.334 -0.040
H 5.253 2.169 0.509
H 3.864 0.123 0.673
C -1.691 0.107 -5.842
Si -0.105 0.114 -4.843
C 0.945 1.655 -5.043
C 0.804 -1.522 -4.771
Se -1.112 0.367 -2.606
H -1.473 0.021 -6.909
H -2.254 1.027 -5.684
H -2.327 -0.731 -5.556
H 1.235 1.771 -6.091
H 1.854 1.603 -4.445
H 0.389 2.546 -4.749
H 1.055 -1.857 -5.780
H 0.190 -2.286 -4.297
H 1.728 -1.438 -4.197
C 2.988 -7.935 -2.695
C 4.079 -6.880 -2.521
C 3.790 -5.918 -1.375
N 2.591 -5.134 -1.676
C 1.916 -4.267 -0.935
S 0.753 -3.276 -1.656
N 2.172 -4.090 0.407
C 2.459 -4.966 1.474
O 2.804 -4.485 2.525
C 2.212 -6.419 1.279
C 1.174 -6.870 0.470
C 0.932 -8.228 0.345
C 1.733 -9.140 1.017
C 2.758 -8.693 1.841
C 2.989 -7.335 1.986
H 3.247 -8.609 -3.510
H 2.022 -7.481 -2.927
H 2.874 -8.529 -1.787
H 4.204 -6.310 -3.446
H 5.030 -7.369 -2.314
H 4.635 -5.238 -1.231
H 3.652 -6.481 -0.458
H 2.314 -5.133 -2.646
H 2.035 -3.136 0.716
H 0.550 -6.156 -0.050
H 0.121 -8.575 -0.284
H 1.555 -10.201 0.897
H 3.377 -9.405 2.370
H 3.779 -6.972 2.630


75
Properties=species:S:1:pos:R:3 method="wB97M-V/def2-TZVPD" gap_ev=7.20 energy_ev=-95760.1712 total_charge=+1 homo_ev=-12.38
C 1.031 0.805 -1.518
C -0.124 -0.159 -1.667
O -1.340 0.560 -1.996
C -2.490 -0.137 -1.747
N -3.508 0.897 -1.353
I -3.618 2.483 -2.717
H 1.818 0.243 -1.027
H 0.762 1.674 -0.930
H 1.419 1.085 -2.490
H -0.236 -0.719 -0.743
H 0.094 -0.831 -2.493
H -2.407 -0.805 -0.879
H -2.839 -0.748 -2.581
H -3.157 1.319 -0.488
H -4.429 0.492 -1.174
O -6.949 2.160 0.427
S -5.981 3.115 0.876
O -4.592 2.740 0.963
O -6.457 3.741 2.245
C -6.789 2.846 3.336
C -5.559 2.266 4.005
C -6.113 4.588 -0.079
H -7.458 2.062 2.980
H -7.346 3.450 4.047
H -5.020 1.597 3.334
H -5.847 1.699 4.890
H -4.872 3.059 4.298
H -7.158 4.881 -0.126
H -5.737 4.365 -1.075
H -5.509 5.362 0.387
O 0.287 -0.515 3.265
S -0.879 -1.333 3.408
O -1.681 -1.274 4.586
O -0.500 -2.836 3.091
C 0.599 -3.421 3.833
C 0.213 -3.791 5.251
C -1.919 -1.093 2.004
H 1.454 -2.747 3.815
H 0.885 -4.318 3.290
H -0.008 -2.905 5.846
H 1.030 -4.328 5.730
H -0.679 -4.416 5.254
H -1.316 -1.172 1.104
H -2.357 -0.099 2.088
H -2.702 -1.848 2.016
O 4.080 -3.616 3.732
S 4.584 -2.561 2.903
O 4.201 -2.462 1.527
O 6.169 -2.528 3.015
C 6.893 -3.745 2.734
C 6.977 -4.042 1.250
C 4.278 -1.014 3.687
H 6.448 -4.577 3.282
H 7.892 -3.590 3.137
H 5.996 -4.272 0.837
H 7.630 -4.896 1.074
H 7.365 -3.179 0.709
H 4.595 -1.076 4.724
H 3.207 -0.825 3.626
H 4.826 -0.240 3.156
O 2.257 1.741 -4.628
S 1.611 1.225 -5.798
O 1.816 -0.127 -6.210
O 1.895 2.200 -7.016
C 3.272 2.515 -7.328
C 3.980 1.377 -8.036
C -0.121 1.523 -5.678
H 3.800 2.808 -6.419
H 3.232 3.387 -7.976
H 4.097 0.514 -7.382
H 4.971 1.696 -8.359
H 3.409 1.053 -8.906
H -0.279 2.559 -5.391
H -0.509 0.853 -4.913
H -0.585 1.307 -6.637


70
Properties=species:S:1:pos:R:3 method="wB97M-V/def2-TZVPD" gap_ev=5.13 energy_ev=-44330.1115 e_above_lowest_kcal_mol=0.0 total_charge=+1 homo_ev=-9.30
C 1.073 -4.657 4.508
C 1.948 -4.757 3.419
C 2.269 -3.621 2.672
C 1.720 -2.364 2.981
C 2.033 -1.205 2.047
C 1.751 0.116 2.459
N 2.391 1.241 1.963
C 3.295 1.211 0.931
C 3.874 2.384 0.438
C 3.494 3.661 0.979
C 4.010 4.833 0.392
C 4.895 4.776 -0.680
C 5.308 3.526 -1.188
C 4.809 2.354 -0.635
C 2.573 3.643 2.052
C 2.068 2.471 2.527
O 2.492 -1.472 0.911
C 0.865 -2.274 4.091
C 0.527 -3.414 4.830
H 0.829 -5.546 5.092
H 2.395 -5.713 3.145
H 2.963 -3.705 1.835
H 1.098 0.309 3.306
H 3.529 0.236 0.523
H 3.682 5.795 0.787
H 5.275 5.691 -1.136
H 6.014 3.487 -2.021
H 5.109 1.376 -1.013
H 2.269 4.579 2.520
H 1.395 2.409 3.378
H 0.471 -1.303 4.385
H -0.158 -3.326 5.672
C -3.212 -3.629 2.325
N -2.933 -2.767 1.192
C -1.791 -2.055 0.990
C -1.909 -1.271 -0.184
C -0.928 -0.379 -0.659
C -0.907 0.200 -1.940
C -1.380 -0.328 -3.168
N -1.252 0.607 -4.150
C -1.684 0.465 -5.528
C -0.689 1.774 -3.619
C -0.448 1.551 -2.240
C -0.081 2.631 -1.444
C 0.072 3.896 -2.036
C -0.222 4.100 -3.394
C -0.628 3.028 -4.208
C -3.258 -1.544 -0.707
C -3.845 -2.496 0.170
C -5.135 -2.989 0.041
C -5.904 -2.494 -1.026
C -5.362 -1.549 -1.906
C -4.051 -1.057 -1.739
H -4.195 -4.078 2.175
H -2.460 -4.422 2.413
H -3.226 -3.061 3.266
H -0.943 -2.120 1.660
H -0.109 -0.140 0.018
H -1.792 -1.315 -3.352
H -1.552 1.430 -6.028
H -1.090 -0.294 -6.054
H -2.741 0.172 -5.584
H 0.055 2.471 -0.377
H 0.405 4.740 -1.428
H -0.140 5.099 -3.826
H -0.902 3.159 -5.256
H -5.507 -3.730 0.744
H -6.923 -2.854 -1.160
H -5.964 -1.189 -2.740
H -3.641 -0.304 -2.410